Computed, not measured: a 9-piece molecular cluster, C43H60N8O15 overall in a non-equilibrium geometry, with ωB97M-V with the def2-TZVPD basis set.

Its calculated total energy is -88162.624 eV.

CARTESIAN COORDINATES (ANGSTROEM)
C  -52.49714  32.11724  37.02047
C  -51.03965  31.84805  36.48285
C  -50.11697  32.45505  37.57484
C  -49.80676  31.58658  38.66758
C  -49.43290  30.27461  38.11520
C  -50.44429  29.49830  37.29315
N  -50.89540  30.37287  36.22412
O  -51.64265  30.04420  35.31988
C  -51.60538  29.00303  38.14590
C  -49.75596  28.29068  36.57181
C  -50.76209  32.66250  35.14985
H  -53.26365  31.97647  36.15993
H  -52.64281  33.13014  37.36592
H  -52.89582  31.69098  37.90468
H  -50.43630  33.40977  37.81805
H  -49.16962  32.58190  37.30416
H  -50.76936  31.36153  39.23950
H  -48.99725  31.98710  39.28284
H  -49.16576  29.55416  39.10637
H  -48.46365  30.41035  37.68198
H  -52.24421  28.17279  37.64212
H  -52.20906  29.80994  38.29862
H  -51.22309  28.55532  39.04735
H  -49.19609  27.81923  37.32753
H  -49.03325  28.65930  35.63622
H  -50.40653  27.58364  36.08852
H  -50.60443  33.81163  35.09314
H  -51.48446  32.36624  34.52008
H  -49.71651  32.42850  34.69971
C  -46.72882  29.66760  34.48825
O  -46.64111  28.44438  34.83871
O  -45.80244  30.08504  33.61460
O  -47.62217  30.39869  34.90033
H  -45.07398  29.49239  33.46802
C  -42.86378  30.90451  36.15135
C  -42.79524  31.63017  37.50739
C  -41.47722  32.42966  37.82699
C  -40.42836  32.65458  36.68504
C  -40.57896  31.84425  35.34614
C  -41.87012  31.03829  35.21286
N  -39.29502  33.53965  37.08766
O  -38.45180  33.87175  36.16030
O  -39.32338  34.23818  38.03911
H  -43.85361  30.35174  35.99413
H  -43.65442  31.47596  38.07183
H  -41.60568  32.99325  38.66263
H  -39.95063  31.96355  34.65507
H  -42.00388  30.54731  34.16401
C  -44.85193  32.26541  29.21629
C  -44.03055  31.62616  28.22869
C  -42.75978  31.06610  28.68385
C  -42.41083  30.90053  30.08665
C  -43.31013  31.69506  31.17764
C  -44.65032  32.24275  30.64598
N  -41.00401  30.42857  30.43489
O  -40.42550  29.81168  29.55927
O  -40.62697  30.60595  31.60807
H  -45.88849  32.55835  28.96872
H  -44.46932  31.42631  27.15233
H  -41.99727  30.56961  27.93581
H  -43.25663  31.35230  32.18861
H  -45.33795  32.73670  31.28211
C  -44.62641  26.22887  36.53043
C  -43.26253  25.92508  36.86825
C  -42.88523  26.18433  38.35998
C  -43.79506  26.89811  39.26977
C  -45.30848  27.06840  38.79691
C  -45.59963  26.65440  37.36750
N  -43.38405  27.20396  40.63607
O  -44.28751  27.56242  41.57215
O  -42.25351  27.19673  40.87210
H  -44.83102  26.11148  35.47889
H  -42.68855  25.64465  35.94696
H  -41.98534  25.71986  38.89061
H  -45.99140  27.45317  39.50912
H  -46.60693  26.70190  36.75441
C  -48.20045  24.36669  31.51064
C  -47.68533  25.43481  32.40902
C  -47.83594  25.26737  33.95574
C  -48.70154  24.19751  34.47839
C  -49.08901  23.03254  33.55598
C  -48.83963  23.22579  32.05243
N  -49.02621  24.12537  35.99990
O  -48.54864  24.99706  36.73450
O  -49.54618  23.04708  36.33378
H  -47.97652  24.27851  30.37232
H  -47.25112  26.31890  32.08690
H  -47.60474  26.24116  34.44791
H  -49.66799  22.17113  33.93864
H  -49.29366  22.51684  31.19668
C  -46.25863  32.09616  37.85669
O  -46.53470  33.30022  37.53101
N  -46.31013  31.84417  39.16808
C  -46.05781  30.48218  39.78893
C  -46.51922  33.00027  40.17161
H  -46.21651  31.21442  37.25651
H  -46.97984  29.74327  39.98701
H  -45.58446  30.50446  40.76898
H  -45.34538  29.99066  39.20989
H  -47.14333  32.68918  41.06672
H  -46.79560  33.89594  39.84068
H  -45.64889  33.22567  40.56709
C  -48.01231  27.44246  29.67823
O  -47.94526  26.54584  28.79359
N  -46.98278  28.38008  29.57339
C  -47.00562  29.46681  30.51075
C  -45.96719  28.38440  28.49459
H  -48.71539  27.45354  30.33198
H  -46.08149  29.53199  30.81262
H  -47.86582  29.45629  31.33853
H  -47.32050  30.36101  29.89423
H  -46.38003  28.74517  27.40361
H  -45.62943  27.37860  28.42146
H  -45.16549  29.11277  28.81504
C  -47.17255  33.95210  34.44818
O  -48.28273  34.54361  33.98400
N  -45.95949  34.40436  34.22948
C  -44.81511  33.77750  34.89237
C  -45.54748  35.60299  33.43957
H  -47.33161  33.10761  35.27961
H  -43.93633  33.57195  34.15152
H  -44.97820  32.81482  34.73354
H  -44.72685  34.16688  35.78957
H  -46.39664  36.39571  33.34036
H  -45.27048  35.39566  32.49071
H  -44.77827  36.21190  34.09384